(1)
C20H24F4N6NiS as an isolated structure. Source: OMol25; level of theory: the ωB97M-V functional and the def2-TZVPD basis.

* ΔE to the lowest compared entry with this formula, charge and spin: 0.1 kJ/mol
* calculated total energy: -92819.178 eV
* E_HOMO (alpha / beta): -6.91 / -6.87 eV
* spin multiplicity: 3
* orbital gap (alpha / beta): 6.48 / 6.45 eV

Positions of all 56 atoms, in Å:
Ni 0.24378 -0.29186 0.20914
C -2.52206 -2.96093 -2.26909
C -1.55870 -2.38814 -1.22859
N -1.03828 -1.03148 -1.50225
C -0.36816 -0.95008 -2.81297
C 0.80207 -1.91013 -2.96758
C -2.11995 -0.03396 -1.46056
C -2.71986 0.10335 -0.06541
N -1.62135 0.18225 0.86900
C -1.78753 0.50888 2.15304
C -0.62770 0.64812 2.95786
F 0.57052 0.46145 2.32001
C -0.64495 0.95237 4.29222
F 0.51424 1.05053 4.96088
C -1.83913 1.17015 4.95653
C -2.99437 1.06947 4.20454
F -4.17470 1.27956 4.80758
C -2.98831 0.76077 2.86140
F -4.17987 0.68725 2.22052
H -2.93266 -3.89144 -1.87762
H -2.01884 -3.18968 -3.20931
H -3.35829 -2.29324 -2.47953
H -0.70586 -3.05057 -1.12380
H -2.04336 -2.35911 -0.25385
H 0.00033 0.07281 -2.92062
H -1.09646 -1.11875 -3.61662
H 1.51271 -1.78207 -2.15187
H 1.31946 -1.69699 -3.90355
H 0.48463 -2.95222 -2.98870
H -2.90663 -0.26845 -2.18598
H -1.68319 0.92565 -1.74789
H -3.39036 -0.73694 0.15647
H -3.33908 1.00630 -0.05616
H -1.86329 1.41050 6.00816
C 4.38674 0.91500 -0.35660
C 2.89535 0.79030 -0.30450
N 2.28655 -0.33596 -0.14894
N 3.00775 -1.46149 -0.05734
C 2.35708 -2.49450 0.43475
N 3.02316 -3.67104 0.43579
S 0.76630 -2.48014 1.09001
C 2.03981 1.97913 -0.36094
C 2.56014 3.26898 -0.42733
C 1.69651 4.35008 -0.39516
C 0.33262 4.12371 -0.29963
C -0.10733 2.81077 -0.25042
N 0.71413 1.77226 -0.28736
H 4.82414 -0.07725 -0.33403
H 4.75108 1.48191 0.50272
H 4.70569 1.42594 -1.26718
H 4.00558 -3.66733 0.21794
H 2.65334 -4.41674 0.99499
H 3.62834 3.41841 -0.48992
H 2.08529 5.35919 -0.43230
H -0.37289 4.94071 -0.25738
H -1.16416 2.58466 -0.16252

Löwdin population analysis, charges in e, atoms 1 to 6:
1. Ni 0.501
2. C -0.068
3. C -0.273
4. N -0.215
5. C -0.245
6. C -0.066

---

(2)
A 6-piece molecular cluster, C20H24F7O17PS overall in a non-equilibrium geometry. Source: OMol25; level of theory: the ωB97M-V functional and the def2-TZVPD basis.

* calculated total energy: -95083.477 eV
* E_HOMO: -9.39 eV
* SMILES: O=C(O[C@H](F)CCCF)[PH2]=S.O=C1OC[C@@H](F)O1.O=C1OC[C@@H](F)O1.O=C1OC[C@@H](F)O1.O=C1OC[C@@H](F)O1.O=C1OC[C@@H](F)O1
* orbital gap: 9.21 eV

Positions of all 70 atoms, in Å:
O 1.11802 -2.44433 3.76681
C 0.63041 -2.65756 2.72429
O 0.19040 -1.68659 1.89031
C -1.16573 -1.23810 1.91163
F -1.38341 -0.65615 3.16260
C -2.21515 -2.31451 1.62391
C -2.79038 -2.95993 2.89341
C -3.60067 -4.23561 2.61716
F -3.06027 -4.95321 1.51570
P 0.56451 -4.42482 2.07268
S 1.67588 -5.71282 2.96875
H -1.18565 -0.42984 1.16479
H -1.76906 -3.05827 0.95162
H -3.02530 -1.81304 1.06504
H -3.46917 -2.23646 3.37767
H -2.00292 -3.17754 3.62654
H -4.65099 -4.01831 2.36489
H -3.55792 -4.91604 3.47843
H 0.80870 -4.19680 0.71355
H -0.81539 -4.65810 2.08466
C -1.86557 1.00046 -1.92720
C -2.83544 -0.16469 -1.90414
O -3.75362 0.22533 -0.90374
C -3.74865 1.59062 -0.81952
O -4.55193 2.23082 -0.23146
O -2.69791 2.08428 -1.50814
F -2.24317 -1.32455 -1.52472
H -1.07943 0.84658 -1.18510
H -1.42408 1.21257 -2.89545
H -3.37428 -0.34011 -2.83587
C 1.11716 4.22391 -1.10616
C 0.59674 5.55003 -1.63577
O 0.12787 5.19648 -2.93070
C -0.18311 3.88219 -2.92990
O -0.80865 3.32666 -3.77705
O 0.29789 3.28635 -1.82183
F 1.55676 6.48641 -1.75395
H 2.15917 4.08790 -1.39372
H 1.00841 4.08699 -0.03657
H -0.23718 5.97159 -1.07294
C 4.66719 0.99132 0.59920
C 5.92026 1.82423 0.81475
O 5.45090 3.13868 0.57323
C 4.11898 3.17589 0.81790
O 3.46946 4.16522 0.91688
O 3.63349 1.92022 0.93892
F 6.89971 1.53084 -0.06417
H 4.58108 0.71881 -0.45367
H 4.59696 0.10964 1.22748
H 6.33253 1.78015 1.82389
C 0.09899 -3.34437 6.32160
C 1.25710 -4.32532 6.24550
O 0.59189 -5.54867 6.00580
C -0.57983 -5.29224 5.38202
O -1.22559 -6.09059 4.78738
O -0.87498 -3.97144 5.48269
F 1.93680 -4.40511 7.41443
H -0.27846 -3.29619 7.34414
H 0.32593 -2.35052 5.94853
H 1.96207 -4.14769 5.43352
C -1.04826 3.53925 -7.87463
C -0.03374 2.73302 -7.08505
O 0.93125 2.41960 -8.06668
C 0.88158 3.36849 -9.04498
O 1.69694 3.51342 -9.89057
O -0.23326 4.12084 -8.89270
F -0.55078 1.58622 -6.58593
H -1.78085 2.87087 -8.33006
H -1.54565 4.31341 -7.29975
H 0.44143 3.28026 -6.27020

Löwdin population analysis, charges in e, atoms 1 to 6:
1. O 0.116
2. C -0.620
3. O 0.008
4. C -0.291
5. F 0.032
6. C -0.123

---

(3)
One molecule with the formula C20H24N2O3. Source: OMol25; level of theory: the ωB97M-V functional and the def2-TZVPD basis.

* ΔE to the lowest compared entry with this formula, charge and spin: 254.0 kJ/mol
* calculated total energy: -30251.745 eV
* E_HOMO: -8.10 eV
* SMILES: COc1ccc(C(=O)N2C[C@]3(C)[C@H]4CC[C@]3(C)[C@]2(C#N)C4)cc1OC
* orbital gap: 8.72 eV

Positions of all 49 atoms, in Å:
C 4.12233 0.36580 4.32670
H 4.60201 0.90417 5.14425
H 4.49196 -0.66098 4.29916
H 4.35338 0.86002 3.38068
O 2.74169 0.41974 4.61322
C 1.81748 0.01605 3.70362
C 0.51863 0.43619 3.98339
C -0.54336 0.11134 3.16788
C -0.31710 -0.63394 2.02102
C 0.96750 -1.09097 1.74272
C 2.04085 -0.78642 2.56663
O 3.31219 -1.24307 2.32779
C 3.57955 -1.87931 1.10409
H 4.65530 -2.05039 1.09515
H 3.30601 -1.24477 0.25462
H 3.06413 -2.84249 1.02539
H 1.11679 -1.71587 0.87591
C -1.45072 -1.01857 1.14124
O -2.47402 -1.53195 1.55462
N -1.25136 -0.82314 -0.18930
C -2.28986 -1.17131 -1.15155
H -3.26898 -1.08969 -0.67162
C -2.10579 -0.15793 -2.28563
C -3.38451 0.08100 -3.06392
H -3.27291 0.89086 -3.77828
H -4.19408 0.33466 -2.38350
H -3.66329 -0.82173 -3.60371
C -1.44509 1.05231 -1.58779
C -2.28372 1.88122 -0.63646
H -3.09234 2.36812 -1.17733
H -1.66710 2.64920 -0.17161
H -2.71579 1.26788 0.15132
C -0.78858 1.86250 -2.71222
H -1.45096 2.66756 -3.02914
H 0.14179 2.31585 -2.36888
C -0.55962 0.83710 -3.83765
H 0.45560 0.86903 -4.23148
H -1.24235 0.99564 -4.67141
C -0.85001 -0.48499 -3.12698
H -0.93694 -1.34286 -3.79169
C 0.23346 -0.63968 -2.04613
H 1.18602 -0.21394 -2.36047
H 0.39838 -1.67739 -1.75593
C -0.39789 0.14020 -0.86301
C 0.54986 0.89674 -0.09591
N 1.32421 1.62504 0.33160
H -2.16575 -2.20430 -1.49162
H -1.54227 0.44287 3.40329
H 0.37527 1.03460 4.86890

Löwdin population analysis, charges in e, atoms 1 to 6:
1. C -0.071
2. H 0.093
3. H 0.091
4. H 0.100
5. O -0.062
6. C -0.191